DFT (ωB97M-V/def2-TZVPD) results for a 2-piece molecular cluster, C4H12 overall in a non-equilibrium geometry.

Structure (XYZ):
```
16
Properties=species:S:1:pos:R:3:nbo_charge:R:1
C 1.9410 0.5401 1.7045 -0.624
C 0.5210 0.7975 1.2583 -0.624
H 2.0148 -0.1051 2.5875 0.208
H 2.5780 0.1535 0.9147 0.211
H 2.3576 1.4229 2.1941 0.209
H 0.3457 0.9864 0.2007 0.211
H 0.0040 1.6394 1.7276 0.207
H -0.1487 -0.0267 1.5025 0.202
C -1.8778 -0.7663 -1.1508 -0.617
C -0.5802 -0.5804 -1.8833 -0.629
H -2.3669 0.0433 -0.6663 0.213
H -2.6154 -1.2317 -1.7946 0.204
H -1.7400 -1.4862 -0.3392 0.204
H -0.2018 -1.3429 -2.5691 0.212
H 0.1852 -0.5595 -1.1006 0.204
H -0.3465 0.3003 -2.4900 0.209
```

Summary:
* total charge: 0
* multiplicity: 1
* frontier orbital gap: 12.561 eV
* E_HOMO: -11.4 eV
* energy above the lowest of the compared OMol25 structures with the same formula, charge and spin: 0.6390 eV

DFT (ωB97M-V/def2-TZVPD) results for C22H29F7MoN6S3SbSi as an isolated structure in a non-equilibrium geometry.

Structure (XYZ):
```
70
Properties=species:S:1:pos:R:3:mulliken_spin:R:1
Mo 0.1058 1.1235 0.0445 1.126
C 5.2820 2.3522 1.3855 -0.001
S 5.0191 1.4513 -0.1514 -0.004
C 3.2789 1.5032 -0.3351 0.000
S 2.2481 2.1133 0.8812 -0.024
N 2.8838 1.0164 -1.4810 -0.003
N 1.5188 1.0206 -1.6065 -0.013
C 1.0825 0.8266 -2.8033 0.017
C -0.3486 0.9121 -2.9962 0.036
C -0.9836 0.7761 -4.2188 -0.003
C -2.3618 0.9246 -4.2686 0.002
C -3.0513 1.2084 -3.1028 0.004
C -2.3441 1.3251 -1.9167 0.027
N -1.0230 1.1783 -1.8656 -0.025
H 6.3300 2.2006 1.6375 0.000
H 5.0872 3.4135 1.2534 0.000
H 4.6610 1.9494 2.1820 0.000
H 1.7842 0.6607 -3.6120 -0.002
H -0.3999 0.5651 -5.1047 0.000
H -2.8919 0.8094 -5.2044 0.001
H -4.1270 1.2973 -3.0806 -0.001
H -2.8457 1.5235 -0.9789 0.001
C -2.9700 1.6866 1.8765 0.012
Si -1.5503 1.1608 2.9725 -0.012
C -2.0917 -0.3964 3.8429 0.005
C -1.2188 2.5673 4.1948 0.008
N -0.0578 0.8299 2.0670 0.057
C 0.9040 0.0478 2.7004 -0.010
C 1.1654 0.0752 4.0788 0.018
C 2.1311 -0.7319 4.6600 -0.008
C 2.8966 -1.5983 3.8936 0.018
C 2.6883 -1.6376 2.5214 -0.011
C 1.7223 -0.8271 1.9829 0.016
F 1.5585 -0.8569 0.6141 0.012
H -3.7764 2.0221 2.5361 0.000
H -3.3557 0.8439 1.2988 -0.001
H -2.7279 2.5125 1.2081 0.005
H -2.9412 -0.1797 4.4967 0.000
H -1.3086 -0.8527 4.4475 -0.001
H -2.4233 -1.1197 3.0963 0.000
H -1.9939 3.3343 4.1289 0.000
H -0.2573 3.0437 3.9918 0.000
H -1.2035 2.2136 5.2289 0.001
H 0.6031 0.7578 4.7013 0.001
H 2.2901 -0.6731 5.7291 0.000
H 3.6493 -2.2267 4.3488 0.001
H 3.2641 -2.2793 1.8677 0.000
F -1.1376 -0.4676 0.0179 0.078
Sb -3.2633 -1.7286 -0.8245 0.619
F -2.1538 -3.3856 -0.3680 0.024
F -2.4752 -1.8069 -2.6992 0.061
F -4.5694 -2.9681 -1.4243 0.010
F -4.5073 -0.2558 -1.2097 0.065
F -3.8629 -1.7356 1.0202 0.088
C 0.4719 -3.9140 -5.0090 -0.005
N -0.2703 -4.3293 -3.8279 0.070
C -1.2034 -5.3080 -3.7788 0.169
C -1.7025 -5.3391 -2.4919 0.069
N -1.0503 -4.4018 -1.7938 0.124
C -0.1695 -3.7450 -2.5936 -0.109
S 0.7988 -2.4907 -2.1133 0.670
H 0.5682 -4.7648 -5.6776 0.002
H 1.4541 -3.5670 -4.7034 0.002
H -0.0575 -3.1049 -5.5088 0.001
H -1.4640 -5.8979 -4.6394 0.010
H -2.4871 -5.9378 -2.0643 0.005
H -1.3353 -4.0102 -0.8458 0.009
C -0.5111 2.9165 0.0565 -0.258
H -0.9583 3.4594 -0.7761 0.024
H -0.4244 3.5216 0.9614 0.023
```

Summary:
* total charge: 0
* multiplicity: 4
* frontier orbital gap (alpha / beta): 6.233 / 4.300 eV
* E_HOMO (alpha / beta): -7.1 / -7.5 eV
* energy above the lowest of the compared OMol25 structures with the same formula, charge and spin: 3.9358 eV

DFT (ωB97M-V/def2-TZVPD) results for a 2-piece molecular cluster, C7H13F3O2S overall in a non-equilibrium geometry.

Structure (XYZ):
```
26
Properties=species:S:1:pos:R:3:nbo_charge:R:1
C -0.4197 -2.7295 1.3913 -0.932
C -0.8003 1.8285 -2.7908 -0.626
C 0.9155 0.1034 -2.2788 -0.681
C 1.9151 1.0145 2.9593 -0.580
C -0.6091 0.9496 -0.3336 -0.113
C -0.4813 0.6556 -1.8376 0.330
C 1.4617 -0.1701 3.3333 0.747
O -2.3171 -1.1973 0.3247 -0.860
O -0.0352 -0.0371 0.4886 -0.735
F -1.3076 -0.4805 -1.9641 -0.391
F 0.4858 -0.5392 4.1026 -0.288
F 2.2679 -1.2215 2.9833 -0.336
S -1.1232 -1.2355 1.4288 1.326
H -0.6814 -3.4742 0.5620 0.226
H -0.3670 -3.1520 2.3450 0.233
H -0.1470 2.5354 -2.4482 0.217
H -0.7095 1.5473 -3.7657 0.218
H -1.8319 2.0012 -2.6273 0.209
H 0.8412 -0.8852 -2.9168 0.232
H 1.5053 -0.2595 -1.3227 0.234
H 1.6328 0.6884 -2.8831 0.215
H -2.5511 -2.0664 0.0093 0.505
H 2.7369 1.2067 2.2693 0.238
H 1.4006 1.9617 3.2870 0.216
H 0.0197 1.8402 -0.0005 0.194
H -1.8011 1.1155 -0.3153 0.200
```

Summary:
* total charge: 0
* multiplicity: 1
* frontier orbital gap: 9.408 eV
* E_HOMO: -8.8 eV

DFT (ωB97M-V/def2-TZVPD) results for one molecule with the formula C2H6N2O in a non-equilibrium geometry.

Structure (XYZ):
```
11
Properties=species:S:1:pos:R:3:nbo_charge:R:1
C -0.5325 0.3816 -0.2639 -0.003
C -1.3596 -0.8476 -0.1578 -0.668
O 1.0826 1.6980 0.6423 -0.700
N 0.7639 0.3096 -0.2424 0.173
N 1.5282 -0.6751 -0.2073 -0.519
H 1.9949 1.9732 0.4634 0.450
H -0.9737 1.3533 -0.3768 0.218
H 2.2462 -0.6489 0.5208 0.352
H -1.6582 -0.9900 0.8821 0.230
H -0.8577 -1.7701 -0.4555 0.241
H -2.2342 -0.7839 -0.8049 0.225
```

Summary:
* total charge: 0
* multiplicity: 1
* frontier orbital gap (alpha / beta): 8.544 / 8.542 eV
* E_HOMO (alpha / beta): -8.2 / -8.2 eV
* energy above the lowest of the compared OMol25 structures with the same formula, charge and spin: 5.4258 eV

DFT (ωB97M-V/def2-TZVPD) results for C23H26N4PPtS2 as an isolated structure.

Structure (XYZ):
```
57
Properties=species:S:1:pos:R:3:mulliken_spin:R:1
Pt -1.0771 -1.2634 -0.4474 1.215
C 6.1701 -1.9508 1.2910 0.063
C 5.8179 -1.0420 0.2967 -0.011
C 4.4898 -0.8665 -0.0410 0.041
C 3.5061 -1.5886 0.6531 0.103
C 3.8653 -2.5089 1.6517 0.073
C 5.1986 -2.6798 1.9693 -0.019
P 1.7897 -1.3629 0.3339 0.445
C 1.4637 -0.5207 -1.2071 0.079
C 2.0228 -1.0769 -2.3715 0.042
C 1.6888 -0.5703 -3.6100 0.026
C 0.7604 0.4696 -3.7221 0.047
C 0.2061 1.0318 -2.5896 0.020
C 0.5418 0.5483 -1.3212 0.082
C 0.8711 -0.6414 1.6574 0.100
C 1.3957 -0.1752 2.8564 0.018
C 0.5071 0.2443 3.8406 0.036
C -0.8645 0.1585 3.6319 0.045
C -1.3846 -0.3187 2.4287 0.063
C -0.5180 -0.7129 1.4111 0.169
H 7.2147 -2.1024 1.5287 0.002
H 6.5833 -0.4719 -0.2116 0.001
H 4.2194 -0.1607 -0.8157 0.004
H 3.1078 -3.0897 2.1650 -0.002
H 5.4859 -3.3894 2.7327 0.000
H 2.7203 -1.9027 -2.2963 -0.004
H 2.1427 -0.9855 -4.5001 0.002
H 0.4892 0.8430 -4.7007 0.000
H -0.4776 1.8659 -2.6766 0.003
H 0.2285 1.0964 -0.4412 0.001
H 2.4645 -0.1444 3.0264 0.004
H 0.8851 0.6166 4.7831 0.003
H -1.5405 0.4491 4.4261 0.003
H -2.4588 -0.3887 2.3044 -0.001
C -3.9375 -5.2116 -0.6692 0.000
N -2.9050 -4.2020 -0.9238 0.019
C -2.7351 -3.6003 -2.0791 -0.030
N -3.5222 -3.8621 -3.1063 0.010
S -1.4074 -2.4767 -2.3607 0.332
H -3.8109 -5.5780 0.3440 0.000
H -3.8254 -6.0510 -1.3562 0.001
H -4.9312 -4.7738 -0.7626 0.000
H -2.2337 -4.0021 -0.1991 0.014
H -4.2748 -4.5325 -3.0485 -0.002
H -3.3706 -3.4082 -3.9933 0.006
S -2.4855 2.8261 0.5401 1.078
C -2.5027 4.5739 0.5052 -0.144
N -3.5919 5.2745 0.2822 0.031
C -3.3311 6.7292 0.3718 0.001
C -1.8075 6.7772 0.6196 0.002
N -1.4476 5.3403 0.6918 0.022
H -4.5049 4.8753 0.1293 0.005
H -3.9045 7.1481 1.1958 0.002
H -3.6224 7.2226 -0.5514 0.000
H -1.5459 7.2789 1.5473 0.000
H -1.2697 7.2410 -0.2038 0.000
H -0.5478 5.0022 0.9911 0.001
```

Summary:
* total charge: +3
* multiplicity: 5
* frontier orbital gap (alpha / beta): 8.194 / 5.230 eV
* E_HOMO (alpha / beta): -15.9 / -16.7 eV
* energy above the lowest of the compared OMol25 structures with the same formula, charge and spin: 0.5627 eV

DFT (ωB97M-V/def2-TZVPD) results for a 2-piece molecular cluster, C15H25N5O4 overall in a non-equilibrium geometry.

Structure (XYZ):
```
49
Properties=species:S:1:pos:R:3:nbo_charge:R:1
O -3.8499 -2.9983 0.9536 -0.619
O -2.2605 3.9914 -1.8905 -0.639
O 1.0128 3.2540 0.7314 -0.631
N -0.6186 -1.7493 0.0128 -0.486
O 2.1286 0.3476 -2.1575 -0.748
C -2.9938 -2.2805 0.4403 0.627
C -1.1150 3.7212 -1.5658 0.686
C 1.3369 2.2643 0.0829 0.659
C 0.6833 -1.8822 0.3083 0.044
C -1.5364 -2.4283 0.7509 0.132
C 1.1345 -2.6719 1.3595 -0.285
C -1.1216 -3.2445 1.8160 -0.277
C 0.2235 -3.3665 2.1302 0.198
N -3.4088 -1.2860 -0.4309 -0.604
N 2.4400 1.5702 0.3848 -0.619
N 0.6919 -4.1494 3.1767 -0.589
N -0.8126 2.4396 -1.3376 -0.604
C -0.1119 4.8528 -1.4612 -0.702
C -4.8020 -0.9870 -0.7358 -0.410
C 3.3508 1.8914 1.4813 -0.410
C -0.1040 -5.2163 3.8061 -0.413
C 1.9956 2.5326 -3.0183 -0.639
C 0.4570 1.7256 -1.0651 -0.161
C 1.2073 1.3936 -2.3751 0.103
H 2.4263 0.0444 -3.0207 0.483
H 1.4138 -1.3463 -0.2879 0.201
H 2.1966 -2.7342 1.5597 0.209
H -1.8751 -3.7647 2.3956 0.244
H -2.6692 -0.7234 -0.8437 0.404
H 2.6668 0.7956 -0.2271 0.418
H 1.7027 -4.1965 3.2916 0.390
H -1.6312 1.8561 -1.3895 0.406
H 0.9069 4.5056 -1.5690 0.209
H -0.3332 5.5912 -2.2291 0.232
H -0.2197 5.3086 -0.4784 0.257
H -4.8640 -0.1571 -1.4465 0.209
H -5.3402 -0.7041 0.1748 0.207
H -5.2922 -1.8604 -1.1787 0.207
H 3.8076 2.8672 1.3055 0.206
H 4.1315 1.1339 1.5589 0.205
H 2.7938 1.9329 2.4198 0.214
H 0.5180 -5.7890 4.5009 0.214
H -0.9409 -4.7907 4.3694 0.201
H -0.4970 -5.9035 3.0493 0.195
H 2.5944 2.1496 -3.8447 0.209
H 1.3051 3.2715 -3.4227 0.221
H 2.6564 3.0016 -2.2891 0.215
H 0.1374 0.7542 -0.6934 0.254
H 0.4782 1.0334 -3.1019 0.175
```

Summary:
* total charge: 0
* multiplicity: 1
* frontier orbital gap: 9.083 eV
* E_HOMO: -8.8 eV
* energy above the lowest of the compared OMol25 structures with the same formula, charge and spin: 0.5609 eV

DFT (ωB97M-V/def2-TZVPD) results for C41H32BrN4O9PPt as an isolated structure in a non-equilibrium geometry.

Structure (XYZ):
```
89
Properties=species:S:1:pos:R:3:mulliken_spin:R:1
Pt -0.1773 0.0144 -0.1717 1.525
O -4.4567 -3.6567 0.5295 0.000
C -4.9429 -2.3910 0.7101 0.001
C -6.2777 -2.1549 1.0143 -0.001
C -6.7352 -0.8594 1.1917 0.000
C -5.8623 0.2101 1.0719 -0.003
C -4.5346 -0.0264 0.7574 -0.004
C -4.0660 -1.3173 0.5710 0.019
C -2.6232 -1.5549 0.1755 -0.017
O -2.0679 -0.4970 -0.4805 0.245
N -1.8588 -1.8954 1.3724 -0.011
N -0.5443 -2.0189 1.2271 0.039
C 0.1315 -2.6912 2.0899 0.032
C 1.5632 -2.8711 2.0657 -0.019
Br 2.5318 -1.8682 0.7573 0.005
C 2.2548 -3.6524 2.9020 0.003
C 1.6922 -4.6533 3.8204 0.001
C 2.1041 -4.6979 5.1528 0.001
C 1.6518 -5.7001 5.9940 0.000
C 0.8135 -6.6928 5.5079 0.000
C 0.4145 -6.6681 4.1804 0.000
C 0.8381 -5.6484 3.3438 0.000
H -5.1767 -4.2905 0.6101 0.000
H -6.9613 -2.9920 1.1037 0.000
H -7.7773 -0.6861 1.4228 0.000
H -6.2110 1.2242 1.2063 0.000
H -3.8321 0.7857 0.6295 -0.005
H -2.5996 -2.4455 -0.4880 0.029
H -2.3241 -2.4069 2.1130 0.002
H -0.3857 -3.1620 2.9282 0.001
H 3.3366 -3.6046 2.8747 0.000
H 2.7662 -3.9292 5.5297 0.000
H 1.9759 -5.7236 7.0256 0.000
H 0.4785 -7.4878 6.1598 0.000
H -0.2089 -7.4601 3.7883 0.000
H 0.5412 -5.6348 2.3031 0.000
O 2.5026 3.0341 -0.2702 -0.001
C 1.7175 2.2729 0.2595 0.000
O 1.6264 1.0016 0.0340 0.032
C 0.7541 2.8554 1.3122 0.013
C 0.6580 4.2325 1.4222 0.000
C -0.2122 4.7869 2.3526 0.000
C -1.0597 3.9991 3.1070 0.000
C -0.9613 2.6248 2.9782 -0.004
C -0.0216 2.0442 2.1321 0.020
N -1.8561 1.7710 3.7407 -0.001
O -1.7106 0.5666 3.6358 0.000
O -2.7068 2.3050 4.4246 0.000
N -0.2103 6.2313 2.5582 0.000
O 0.5018 6.9006 1.8379 0.000
O -0.9062 6.6713 3.4529 0.000
H 1.2743 4.8614 0.7963 0.001
H -1.7686 4.4415 3.7906 0.000
H 0.1159 0.9717 2.1834 0.016
O -0.5914 1.9184 -1.7218 0.052
P -0.3699 1.3948 -3.1149 0.025
C 0.4711 -0.2278 -3.1779 -0.015
C -0.2841 -1.4023 -3.0711 0.026
C 0.3442 -2.6362 -3.1221 -0.006
C 1.7208 -2.7040 -3.2865 0.000
C 2.4708 -1.5428 -3.3918 -0.003
C 1.8517 -0.3035 -3.3418 -0.006
C -1.9289 1.1394 -4.0041 -0.007
C -2.0253 0.3218 -5.1275 -0.001
C -3.2443 0.1704 -5.7667 0.000
C -4.3699 0.8299 -5.2911 0.000
C -4.2764 1.6376 -4.1671 0.000
C -3.0588 1.7902 -3.5237 0.009
C 0.6890 2.5027 -4.0763 0.002
C 1.4313 3.4497 -3.3796 0.004
C 2.2872 4.2975 -4.0660 0.000
C 2.4105 4.1926 -5.4426 0.000
C 1.6743 3.2414 -6.1376 0.000
C 0.8106 2.3984 -5.4596 0.001
H -1.3620 -1.3392 -3.0047 -0.003
H -0.2422 -3.5429 -3.0525 0.000
H 2.2091 -3.6677 -3.3371 0.000
H 3.5447 -1.6003 -3.5007 0.000
H 2.4353 0.6032 -3.4327 0.001
H -1.1529 -0.2134 -5.4813 -0.001
H -3.3183 -0.4646 -6.6395 0.000
H -5.3187 0.7161 -5.7987 0.000
H -5.1519 2.1505 -3.7927 0.000
H -2.9699 2.3971 -2.6323 0.001
H 1.3469 3.5043 -2.3024 -0.003
H 2.8590 5.0340 -3.5191 0.000
H 3.0780 4.8569 -5.9751 0.000
H 1.7757 3.1590 -7.2114 0.000
H 0.2325 1.6606 -6.0003 0.000
```

Summary:
* total charge: 0
* multiplicity: 3
* frontier orbital gap (alpha / beta): 7.532 / 6.780 eV
* E_HOMO (alpha / beta): -8.2 / -8.3 eV
* energy above the lowest of the compared OMol25 structures with the same formula, charge and spin: 1.0001 eV